1.
DFT (ωB97M-V with the def2-TZVPD basis set) results for a structure of composition C3H4O3Zn.

Output
E_HOMO (spin up / spin down) (eV): -12.44 / -15.97
Orbital gap (spin up / spin down) (eV): 4.476 / 7.970
Expectation value of S²: 0.754
Total energy (a.u.): -2121.37540
Molecular weight (g mol⁻¹): 153.45
Relative energy (zero: lowest compared OMol25 entry of this formula, charge and spin) (kcal/mol): 0.0
LUMO (spin up / spin down) (eV): -8.0 / -8.0

Structure (ORCA input):
```
! wB97M-V def2-TZVPD RIJCOSX def2/J DEFGRID3
* xyz 1 2
O -1.211 0.419 0.938
C -1.101 0.736 -0.294
C 1.589 -0.075 0.537
O -2.047 1.368 -0.860
O -0.263 0.072 -1.060
C 0.715 -0.795 -0.422
Zn -3.048 0.767 0.627
H 1.712 -0.441 1.555
H 2.204 0.752 0.182
H 0.165 -1.605 0.071
H 1.285 -1.198 -1.272
*
```

---

2.
DFT (ωB97M-V with the def2-TZVPD basis set) results for the molecule C8H10F6Si.

Output
E_HOMO (eV): -9.44
Orbital gap (eV): 10.119
Structure (SMILES): CC[Si](CC)(C(F)=C(F)F)C(F)=C(F)F
Total energy (a.u.): -1199.44433
Molecular weight (g mol⁻¹): 248.24
Relative energy (zero: lowest compared OMol25 entry of this formula, charge and spin) (kcal/mol): 33.5
LUMO (eV): 0.7

Structure (ORCA input):
```
! wB97M-V def2-TZVPD RIJCOSX def2/J DEFGRID3
* xyz 0 1
C -0.518 -2.892 -0.068
C -2.745 -0.061 -1.302
C 0.349 -1.925 -0.332
C -2.082 0.394 -0.261
C 1.837 -0.184 2.383
C 0.387 2.306 -1.513
C 0.469 0.312 1.908
C 1.051 0.955 -1.236
F -1.666 -2.644 0.550
F -0.403 -4.180 -0.337
F -2.137 -0.826 -2.218
F -4.016 0.126 -1.644
F 1.506 -2.254 -0.949
F -2.663 1.171 0.667
Si 0.135 -0.078 0.075
H 1.918 -1.263 2.271
H 2.645 0.277 1.817
H 1.981 0.058 3.433
H -0.625 2.163 -1.880
H 0.337 2.909 -0.610
H 0.949 2.855 -2.264
H 0.405 1.391 2.057
H -0.306 -0.134 2.536
H 2.080 1.130 -0.915
H 1.112 0.393 -2.169
*
```

---

3.
DFT (ωB97M-V with the def2-TZVPD basis set) results for a structure of composition C21H17FIrN3O8.

Output
E_HOMO (spin up / spin down) (eV): -12.20 / -12.23
Orbital gap (spin up / spin down) (eV): 8.000 / 7.226
Expectation value of S²: 0.754
Total energy (a.u.): -1780.67506
Molecular weight (g mol⁻¹): 650.60
Relative energy (zero: lowest compared OMol25 entry of this formula, charge and spin) (kcal/mol): 0.0
LUMO (spin up / spin down) (eV): -4.2 / -5.0

Structure (ORCA input):
```
! wB97M-V def2-TZVPD RIJCOSX def2/J DEFGRID3
* xyz 1 2
Ir 2.007 1.024 0.087
O 4.127 4.959 -3.715
C 4.238 5.402 -2.472
O 4.708 6.468 -2.192
C 3.743 4.507 -1.378
C 3.815 4.838 -0.037
N 3.283 3.826 0.668
N 2.852 2.865 -0.153
C 3.126 3.253 -1.387
C 2.741 2.264 -2.430
O 2.914 2.454 -3.607
O 2.173 1.189 -1.917
H 3.702 4.075 -3.779
H 4.211 5.726 0.429
H 3.114 3.771 1.661
C -5.060 -0.442 1.229
C -4.258 -1.724 1.070
C -4.829 -2.597 -0.034
C -4.034 -3.882 -0.163
C -2.590 -3.566 -0.418
C -1.787 -4.422 -1.131
C -0.442 -4.122 -1.353
F 0.281 -4.981 -2.071
C 0.139 -2.994 -0.857
C -0.660 -2.105 -0.121
C -0.071 -0.935 0.464
O 1.217 -0.798 0.443
C -0.910 -0.023 1.107
C -2.251 -0.339 1.248
N -2.805 -1.448 0.784
C -2.027 -2.371 0.081
C -0.474 1.287 1.696
O -1.197 1.902 2.432
O 0.707 1.799 1.326
H -6.117 -0.703 1.227
H -4.882 0.241 0.396
H -4.863 0.078 2.164
H -4.273 -2.284 2.009
H -4.817 -2.041 -0.976
H -5.869 -2.812 0.207
H -4.425 -4.510 -0.962
H -4.117 -4.458 0.764
H -2.191 -5.343 -1.532
H 1.183 -2.778 -1.026
H -2.881 0.359 1.776
C 3.827 -0.151 2.199
C 3.739 0.201 0.752
O 4.485 0.044 -0.145
H 4.772 -0.655 2.390
H 2.982 -0.796 2.446
H 3.748 0.754 2.802
*
```

---

4.
DFT (ωB97M-V with the def2-TZVPD basis set) results for a structure of composition C35H24BrClF6INO4PRuS2.

Output
E_HOMO (spin up / spin down) (eV): -7.62 / -7.62
Orbital gap (spin up / spin down) (eV): 6.278 / 6.280
Expectation value of S²: 0.764
Total energy (a.u.): -6866.96551
Molecular weight (g mol⁻¹): 1075.01
Relative energy (zero: lowest compared OMol25 entry of this formula, charge and spin) (kcal/mol): 370.8
LUMO (spin up / spin down) (eV): -1.3 / -1.3

Structure (ORCA input):
```
! wB97M-V def2-TZVPD RIJCOSX def2/J DEFGRID3
* xyz 0 2
Ru 1.280 -0.660 -0.717
F -1.346 -5.258 -2.248
C -1.660 -3.989 -2.036
F -1.717 -3.349 -3.200
F -2.856 -3.925 -1.450
S -0.404 -3.217 -0.934
O -0.747 -1.791 -0.910
O -0.448 -3.914 0.314
N 0.857 -3.406 -1.825
S 2.280 -3.862 -1.304
O 3.036 -2.693 -0.911
O 2.312 -5.010 -0.457
C 2.994 -4.369 -2.924
F 3.037 -3.339 -3.763
F 2.275 -5.345 -3.468
F 4.233 -4.808 -2.713
Br 3.614 0.282 -0.634
C 3.741 0.879 -2.434
C 4.852 1.530 -2.872
C 4.902 1.915 -4.228
C 3.863 1.620 -5.063
C 2.714 0.936 -4.596
C 1.645 0.601 -5.463
C 0.566 -0.077 -4.981
C 0.492 -0.428 -3.613
C 1.479 -0.113 -2.703
C 2.627 0.563 -3.230
H 5.677 1.739 -2.205
H 5.775 2.436 -4.599
H 3.906 1.902 -6.108
H 1.711 0.880 -6.507
H -0.244 -0.353 -5.644
H -0.379 -0.980 -3.277
I -1.102 1.588 -1.424
C -2.142 2.796 -0.040
C -2.651 3.922 -0.638
C -3.230 4.964 0.105
C -3.242 4.884 1.463
C -2.734 3.738 2.117
C -2.744 3.714 3.533
C -2.307 2.635 4.236
C -1.897 1.496 3.527
C -1.862 1.466 2.150
P -1.510 -0.106 1.327
C -2.475 -1.347 2.265
C -2.208 -2.093 3.414
C -3.140 -3.009 3.878
C -4.347 -3.184 3.218
C -4.621 -2.447 2.077
C -3.687 -1.545 1.594
C 1.310 0.785 0.903
C 1.260 0.311 3.661
C 1.759 1.519 3.962
C 1.836 2.798 3.278
C 1.736 3.035 1.959
C 1.564 2.091 0.880
C -2.217 2.630 1.379
H -2.578 4.029 -1.711
H -3.625 5.830 -0.409
H -3.640 5.689 2.068
H -3.117 4.591 4.049
H -2.314 2.632 5.318
H -1.632 0.601 4.077
H -1.276 -1.980 3.951
H -2.916 -3.591 4.763
H -5.065 -3.906 3.584
H -5.553 -2.589 1.545
H -3.889 -1.009 0.672
H 0.098 -1.297 2.984
H 2.235 1.527 4.939
H 2.169 3.635 3.883
H 1.934 4.051 1.636
H 1.715 2.500 -0.118
Cl 0.657 -0.311 2.200
C 1.604 -1.518 1.448
H 1.133 -2.481 1.284
H 2.647 -1.443 1.718
*
```

---

5.
DFT (ωB97M-V with the def2-TZVPD basis set) results for a cluster of 2 separate species, C5H9N in total.

Output
E_HOMO (spin up / spin down) (eV): -7.41 / -7.37
Orbital gap (spin up / spin down) (eV): 8.279 / 8.240
Total energy (a.u.): -250.49106
Molecular weight (g mol⁻¹): 83.13
Relative energy (zero: lowest compared OMol25 entry of this formula, charge and spin) (kcal/mol): 110.4
LUMO (spin up / spin down) (eV): 0.9 / 0.9

Structure (ORCA input):
```
! wB97M-V def2-TZVPD RIJCOSX def2/J DEFGRID3
* xyz 0 1
C 0.575 0.942 1.742
C 0.566 0.107 -1.353
C -0.836 0.664 -1.200
C -0.296 -0.312 -0.239
C -0.787 -1.648 0.154
N 1.742 1.225 1.537
H -0.167 1.079 2.514
H 0.770 -0.590 -2.157
H 1.391 0.769 -1.130
H -0.944 1.700 -0.916
H -1.607 0.329 -1.888
H -1.732 -1.581 0.690
H -0.058 -2.157 0.786
H -0.941 -2.265 -0.740
H 2.326 1.740 2.201
*
```

---

6.
DFT (ωB97M-V with the def2-TZVPD basis set) results for a cluster of 22 separate species, H43O21 in total.

Output
E_HOMO (eV): -12.48
Orbital gap (eV): 9.410
Total energy (a.u.): -1605.31110
Molecular weight (g mol⁻¹): 379.32
Relative energy (zero: lowest compared OMol25 entry of this formula, charge and spin) (kcal/mol): 232.2
LUMO (eV): -3.1

Structure (ORCA input):
```
! wB97M-V def2-TZVPD RIJCOSX def2/J DEFGRID3
* xyz 1 1
O 1.414 0.769 -4.414
H 0.636 2.885 -1.568
H -1.489 -0.463 -0.905
O 0.292 0.373 0.411
H -0.259 0.828 -0.347
H -1.743 -2.236 -2.013
O -1.431 -0.465 3.562
H -2.311 -0.336 3.320
H -2.804 -2.141 -3.962
O -0.550 2.912 -4.405
H -1.961 -1.074 -4.516
H 0.412 4.415 -1.955
O -0.328 4.405 0.320
H 0.500 -2.712 4.883
H -1.038 4.507 -0.311
O -2.118 -1.493 -3.684
H 3.578 -0.684 2.412
H -3.171 -2.531 3.914
O 1.953 -2.055 -1.691
H -0.816 3.729 1.002
H 2.827 -1.227 -1.115
O -2.184 -3.044 -1.523
H 2.253 0.988 -3.985
H 3.800 -0.220 0.241
O 2.502 -2.183 3.160
H -0.880 -3.031 0.682
H 1.775 -1.736 2.900
O -0.257 -3.051 4.682
H 3.914 0.666 1.502
H -0.303 -3.083 3.672
O -2.125 2.968 -1.044
H -1.768 2.594 -1.813
H 2.460 -3.009 -1.665
O 0.546 -1.706 -3.648
H 0.163 -0.783 -4.011
H 0.436 -2.448 -4.233
O -1.158 -2.138 0.837
H 2.588 -2.039 4.098
H -1.712 -1.866 1.450
O -2.758 -3.034 3.208
H -3.256 -2.491 2.612
H -1.679 -3.859 -1.693
O -2.209 -0.256 -1.344
H 0.503 3.569 3.687
H -0.183 -0.512 0.411
O 1.969 1.971 1.440
H -2.626 2.349 -0.593
O -2.027 0.890 1.603
H -1.052 0.518 1.734
H -2.509 0.821 2.438
O 1.468 3.276 3.601
H 1.384 2.892 4.557
H 1.286 0.894 -5.319
O 0.743 3.614 -2.215
H -0.134 3.251 -3.661
H 1.422 -1.808 -2.525
O 3.349 -0.066 -0.772
H 2.465 0.201 -0.331
H -0.169 2.031 -4.506
O 3.374 -0.074 1.638
H -1.463 -1.345 3.964
H -2.821 -0.546 -1.877
H 1.373 1.198 1.346
H 1.905 2.231 2.354
*
```